C32H23BrN4O4PtSSe2 | the ωB97M-V functional and the def2-TZVPD basis

Structure (XYZ):
```
68
Properties=species:S:1:pos:R:3:forces:R:3:nbo_charge:R:1
Pt 0.1345 -1.0726 -0.3819 -0.961 0.381 -0.017 0.9254
Se 1.5471 1.1593 2.8911 0.703 -2.402 -0.458 0.2692
Se 2.5183 -1.3210 2.2474 -1.079 2.315 0.714 0.1966
C 0.7717 -2.0449 2.4645 -0.978 -0.341 -0.362 0.0275
C 0.4309 -2.6431 3.6789 0.392 0.367 -0.318 -0.2678
C -0.7861 -3.2740 3.8244 -0.277 -0.212 -0.083 -0.1395
C -1.6333 -3.3511 2.7334 0.066 -0.079 0.372 -0.2417
C -1.2706 -2.7229 1.5627 0.023 0.134 -0.314 0.0702
N -0.1211 -2.0451 1.4184 0.870 0.077 1.043 -0.4913
C 2.6271 1.9583 1.5513 0.431 0.361 -0.304 -0.0026
C 3.3816 3.0723 1.9120 -0.127 -0.049 0.143 -0.2564
C 4.2042 3.6490 0.9609 -0.078 -0.024 -0.089 -0.1677
C 4.2227 3.1026 -0.3117 0.077 0.105 -0.012 -0.2515
C 3.4330 1.9928 -0.5719 -0.019 0.014 0.060 0.0512
N 2.6579 1.4208 0.3425 -0.218 -0.028 -0.060 -0.4282
H 1.1362 -2.5834 4.4942 0.026 -0.038 0.001 0.2429
H -1.0598 -3.7258 4.7679 0.011 -0.012 0.033 0.2279
H -2.5736 -3.8791 2.7881 -0.038 0.022 -0.039 0.2347
H -1.9242 -2.7303 0.7034 0.055 0.098 -0.019 0.2621
H 3.3177 3.4486 2.9229 0.123 0.041 0.021 0.2255
H 4.8309 4.4934 1.2147 -0.043 0.050 -0.014 0.2212
H 4.8385 3.5231 -1.0932 0.040 -0.002 -0.023 0.2233
H 3.4238 1.5433 -1.5563 -0.036 -0.064 -0.061 0.2082
O -1.4186 0.0562 -4.2224 -0.084 -0.099 0.041 -0.9488
S -0.6015 0.7145 -3.2359 0.304 -0.246 0.103 2.2851
O 0.4108 1.6185 -3.7270 -0.013 0.084 0.158 -0.9621
N 0.1667 -0.4750 -2.3347 -0.164 0.576 0.147 -0.8961
C 1.0197 -1.2604 -3.0789 0.209 -0.095 -0.461 0.1702
C 1.3097 -1.1356 -4.4411 -0.147 -0.078 0.515 -0.2516
C 2.2294 -1.9817 -5.0609 0.107 -0.148 0.074 -0.1635
C 2.9068 -2.9539 -4.3705 0.099 -0.023 -0.252 -0.2463
C 2.6277 -3.1525 -3.0103 -0.216 0.138 0.157 -0.0865
C 3.2566 -4.1377 -2.2212 -0.107 0.089 0.142 -0.1104
C 2.8500 -4.3238 -0.9301 0.092 -0.097 -0.132 -0.2732
C 1.8341 -3.5202 -0.4016 -0.101 0.038 0.042 0.0648
N 1.2792 -2.5361 -1.0849 0.462 -0.124 -0.038 -0.4150
C 1.6575 -2.3297 -2.3786 0.123 -0.021 -0.561 0.1889
C -1.7293 1.6682 -2.2508 0.123 -0.082 -0.121 -0.2399
C -2.9511 1.1319 -1.8811 -0.015 -0.092 -0.147 -0.1892
C -3.9518 1.9853 -1.4450 0.007 0.009 0.007 -0.2155
C -3.7419 3.3578 -1.4315 0.025 0.036 -0.061 -0.1887
C -2.5155 3.8846 -1.8094 -0.078 -0.093 -0.132 -0.2257
C -1.4988 3.0341 -2.2127 0.134 0.034 -0.033 -0.1916
H 0.8082 -0.3858 -5.0244 0.041 0.047 -0.107 0.2500
H 2.4028 -1.8568 -6.1214 0.054 0.025 -0.013 0.2177
H 3.6308 -3.5864 -4.8648 0.041 -0.033 0.011 0.2111
H 4.0571 -4.7316 -2.6423 -0.032 -0.052 -0.064 0.2217
H 3.3028 -5.0758 -0.3004 -0.033 -0.031 0.016 0.2270
H 1.4850 -3.7038 0.6043 -0.031 0.147 -0.032 0.2029
H -3.1145 0.0670 -1.9517 -0.049 0.015 -0.004 0.2534
H -4.9101 1.5807 -1.1494 -0.009 -0.035 0.016 0.2194
H -4.5452 4.0217 -1.1408 -0.012 0.010 0.060 0.2133
H -2.3560 4.9542 -1.8091 0.016 0.022 0.035 0.2164
H -0.5377 3.4050 -2.5388 -0.019 0.074 -0.013 0.2454
Br -1.3734 3.4703 1.2077 0.098 -0.083 0.373 0.0741
C -2.2173 2.2800 2.4185 0.107 -0.048 -0.049 0.0624
C -2.5094 2.7533 3.6894 -0.016 0.077 -0.065 -0.2797
C -3.1564 1.9358 4.6004 0.014 -0.015 0.049 -0.1952
C -3.5453 0.6575 4.2326 -0.040 0.008 0.053 -0.2272
C -3.2517 0.1934 2.9634 0.047 0.065 0.025 -0.1639
C -2.5559 0.9811 2.0476 0.170 -0.004 0.000 -0.2285
C -2.0714 0.2511 0.8201 0.123 -0.213 -0.387 0.7845
O -2.7424 -0.6675 0.3517 -0.191 0.144 0.375 -0.6980
O -0.8867 0.5665 0.4131 0.096 -0.661 0.085 -0.7365
H -2.2231 3.7592 3.9622 -0.003 0.026 -0.019 0.2258
H -3.3481 2.2988 5.6009 -0.054 0.039 0.011 0.2157
H -4.0635 0.0241 4.9396 -0.022 -0.032 0.003 0.2134
H -3.5256 -0.8065 2.6567 -0.021 -0.010 -0.023 0.2305
```
Positions in Å, forces in eV/Å.

The total charge is 0. Its HOMO-LUMO gap (spin up / spin down) is 5.4 / 5.4 eV. The strongest force on any atom is 2.65 eV/A. Its LUMO energy (spin up / spin down) is -1.94 / -1.94 eV. The calculation puts the energy above the lowest of the compared OMol25 structures with the same formula, charge and spin at 38.1 kcal per mole.